Below is C31H68Cl2N8O13Tl as an isolated structure at a distorted geometry, with properties calculated with ωB97M-V/def2-TZVPD.

Geometry (Å):
Cl 4.034 1.406 -4.017
H 2.949 1.333 3.315
H 2.873 -2.626 -1.538
H 1.705 -2.321 4.229
N 0.558 -0.570 4.191
C -1.748 4.159 -0.304
H -3.248 -3.938 4.961
N 1.655 -2.088 -5.707
H 2.638 -1.937 -3.811
H 7.432 -1.347 -0.642
C -0.463 3.252 -4.335
H 4.238 3.429 -1.924
H -3.794 7.201 1.506
O -0.667 -0.261 -1.693
H 0.646 -2.182 -8.458
O 4.027 2.918 2.444
H 0.259 -0.728 3.243
H 6.441 -2.705 -1.078
C 3.213 3.266 -2.234
H -4.604 2.690 2.231
O 2.312 4.340 2.600
Tl -2.138 -2.492 -0.566
H 0.974 -2.824 -5.650
H 4.233 -0.185 1.987
H -6.813 -1.321 2.259
H 1.364 2.928 3.748
C -1.266 1.146 -5.341
H 0.937 2.904 1.996
H -3.980 2.145 0.752
C 4.680 -1.894 0.685
H 1.167 -0.019 -1.064
C -3.934 -3.850 3.013
H 2.961 -0.685 0.968
O -0.016 -4.084 0.434
H -0.803 1.077 1.057
H 1.689 -3.506 -7.875
H -5.084 6.948 0.339
C -5.280 -4.411 3.398
H -0.008 3.652 -3.431
H -5.232 -5.399 3.863
C 1.664 -1.347 4.717
H 3.148 -4.101 0.114
N 5.404 -1.132 -0.167
H -1.973 1.521 4.813
H -3.350 1.413 2.229
H -5.968 -2.397 1.132
C -0.171 0.207 0.793
H 1.773 -3.837 -2.197
H -0.737 1.938 3.701
C 1.553 -5.091 1.933
N -3.109 -3.560 4.039
H -1.620 0.489 3.318
C 1.164 -4.352 0.672
O 2.826 -0.670 -6.983
C 1.645 -2.442 -8.110
H 3.034 1.146 -1.908
H -1.000 -3.432 4.128
H 3.376 -1.715 2.388
H 2.149 -4.408 2.548
H 6.359 -1.170 -2.032
H -6.145 0.961 2.218
H 2.762 1.517 1.596
H -5.732 -3.790 4.176
H 1.127 -2.515 -1.254
O -1.553 1.667 -6.389
H 2.593 -0.795 4.569
C 1.900 -1.428 -4.439
H -1.952 5.915 0.861
H -0.851 -1.003 -5.532
C 0.112 0.275 -0.904
C 2.901 2.082 2.523
N 2.177 -3.898 -0.080
O -3.994 -0.811 0.826
H 1.508 -1.567 5.771
C 3.670 4.226 2.579
H -1.524 -0.486 -3.961
H 2.196 -0.387 -4.505
C -6.281 -1.371 1.313
Cl 2.158 3.601 -0.815
O -4.528 4.449 -0.154
C -5.095 -0.442 1.229
C -1.237 1.072 4.156
H 0.642 -5.251 2.503
H 0.128 3.510 -5.216
H -1.823 -1.960 4.607
N -2.470 5.162 0.443
H -0.725 4.490 -0.454
C -3.821 5.275 0.408
C -0.180 0.311 4.920
O 4.789 -3.105 0.805
C 2.915 1.865 -2.718
C 1.972 -3.204 -1.329
H 0.803 0.461 1.258
C 6.454 -1.620 -1.047
H 5.271 -0.139 -0.082
O -3.641 -3.690 1.835
H -1.697 3.245 0.315
H 1.902 1.820 -3.117
N -0.728 1.838 -4.294
N -5.325 0.820 1.654
H -5.155 6.080 1.849
H -5.920 -4.491 2.528
O 4.427 5.123 2.544
H 2.334 -2.229 -8.924
H 0.112 1.370 -1.090
C -1.537 -0.319 -5.036
H -2.533 -0.478 -5.448
C -4.254 1.781 1.747
H -2.304 3.803 -1.169
C 1.729 3.055 2.728
H 0.938 -1.555 -3.929
H 2.917 3.975 -3.002
C -1.878 -2.815 3.925
H -6.915 -1.125 0.457
H 2.145 -5.977 1.726
C -4.469 6.454 1.091
H -1.392 3.812 -4.492
O -0.614 -0.841 1.289
H -1.774 -2.328 2.956
C 3.769 -1.091 1.595
O 0.069 0.563 6.082
H -0.556 1.297 -3.467
C 2.111 -1.644 -6.918

Properties
- Largest force on an atom: 0.123 hartree/bohr
- Kohn-Sham gap: 4.6 eV
- 2S+1: 1
- Highest occupied orbital energy: -11.54 eV
- Net charge: +1
- Total energy: -3730.8122 Ha
- E_LUMO: -7.0 eV

Below is a 7-piece molecular cluster, C25H50BCl12N5O4P overall at a distorted geometry, with properties calculated with ωB97M-V/def2-TZVPD.

Geometry (Å):
H 1.597 -1.860 -1.482
H -2.160 -2.216 2.141
O -0.649 -1.123 0.678
H 11.109 -1.345 2.086
Cl 5.834 -2.244 3.073
H -1.155 2.830 0.123
C -1.911 1.209 -2.054
C -4.052 -6.154 5.815
H 6.287 -4.254 1.919
H 3.116 2.722 0.395
O -4.124 0.475 -2.041
C -8.238 0.639 -5.954
H -6.380 1.460 0.444
C 1.105 2.018 -2.452
H -6.229 0.885 -1.946
Cl 11.611 -2.268 4.179
C 2.579 4.232 -1.158
Cl 8.923 -3.064 1.889
H 6.238 -0.212 3.104
C 2.566 2.911 -0.559
C 1.885 4.420 -2.423
C -4.931 2.968 -4.546
C 1.827 1.822 -1.212
H 6.016 -4.512 3.645
C -0.862 -0.982 -1.989
H 0.643 3.548 -4.048
Cl -3.151 -2.159 4.859
H 13.111 -0.034 1.649
H 3.882 0.217 3.543
Cl 14.068 0.069 3.785
H -5.401 -0.064 0.256
C 0.264 0.940 -3.192
P -2.621 3.641 -1.275
H -7.351 0.787 -6.568
C 11.694 -0.995 2.937
C -8.013 -0.418 -4.897
C 5.883 0.823 3.074
H 3.107 5.085 -0.667
H -8.858 -0.489 -4.213
O 1.307 -1.605 -0.587
H -0.155 1.368 -4.138
H -2.846 -5.454 7.441
H -4.770 -5.345 5.957
C 8.013 -3.894 3.174
C -3.830 -2.845 3.362
H -4.451 -7.050 6.289
C 6.525 -3.882 2.915
N -1.901 2.575 -2.517
O -2.056 3.196 0.278
H 6.130 1.297 4.023
H 8.374 -4.923 3.203
H -3.597 -3.910 3.368
H -5.458 3.739 -5.174
C 4.395 0.845 2.814
C -2.595 2.658 -3.852
C -5.408 1.035 0.067
H -3.583 -2.738 1.236
H -4.647 2.143 -5.258
B -0.049 -1.244 -0.606
H -1.897 -1.390 -1.838
C 13.114 -0.715 2.502
H 0.927 0.067 -3.433
Cl -6.547 -0.098 -3.932
N -3.024 0.804 -1.270
Cl -3.775 -0.505 1.935
H -4.914 -2.733 3.400
H -5.693 2.593 -3.813
H -9.059 0.340 -6.606
H 1.845 0.828 -0.713
H 11.213 -0.102 3.335
Cl -3.952 -6.456 4.059
C -5.251 1.225 -1.494
C -2.716 -5.761 6.403
H -7.876 -1.391 -5.370
H -4.607 1.556 0.651
H -0.503 -0.185 0.923
H 1.881 5.418 -2.918
H -2.491 5.854 -0.977
H 4.158 0.472 1.817
Cl -8.687 2.211 -5.244
H -1.846 3.000 -4.627
H -5.181 2.322 -1.708
H -0.351 -1.588 -2.783
H -2.855 1.602 -4.151
Cl 3.708 2.485 2.970
Cl -1.559 -7.116 6.405
H 13.630 -1.628 2.207
C -3.247 -2.201 2.125
N -1.937 5.225 -1.574
N -3.742 3.577 -3.894
C 1.158 3.353 -3.077
H -2.226 5.486 -2.528
H -2.797 0.089 -0.570
H -3.446 4.343 -4.506
H 8.260 -3.420 4.123
H -2.266 -4.933 5.856
N -0.905 0.449 -2.384
Cl 6.799 1.648 1.788

Properties
- ΔE to the lowest compared entry with this formula, charge and spin: 213.3 kJ/mol
- Largest force on an atom: 0.076 hartree/bohr
- Kohn-Sham gap: 6.9 eV
- 2S+1: 1
- Highest occupied orbital energy: -10.35 eV
- Net charge: +1
- Total energy: -7445.5908 Ha
- E_LUMO: -3.4 eV

Below is C32H30BClF4O2S as an isolated structure at a distorted geometry, with properties calculated with ωB97M-V/def2-TZVPD.

Geometry (Å):
C 2.053 -0.850 1.255
F -5.371 -2.815 0.295
F -3.280 1.380 -0.652
C 2.783 -2.899 4.252
H 5.197 1.061 -0.138
H -4.788 2.602 5.170
F 3.122 2.569 0.472
F 5.454 -1.556 0.076
H -6.156 0.545 4.754
C -3.985 2.386 4.469
H 1.176 1.134 1.458
C 0.650 -3.363 5.338
O -2.337 0.875 3.762
H 1.386 -5.747 3.014
C -3.302 1.086 4.819
H -5.403 0.309 3.139
H -1.853 2.133 6.006
H -3.389 -1.269 6.599
H -2.091 -5.101 9.935
C -0.183 -2.135 7.372
H -3.302 1.565 6.902
C 3.191 -1.560 0.801
C -0.952 -2.359 8.549
C -4.304 -1.942 0.444
C -2.166 -0.201 0.750
H 3.694 -2.312 4.156
C 1.461 -4.840 3.597
C 4.300 -0.854 0.370
H -4.859 -0.266 6.880
H -1.968 0.434 6.456
Cl 3.864 -4.564 2.423
H -3.537 -4.263 9.273
H -0.485 -4.993 4.496
C -1.634 -3.570 8.542
H -5.985 -1.088 4.048
H 0.148 0.086 2.995
C -1.362 -1.466 2.804
H -1.359 -2.461 3.255
C -0.021 -0.898 2.573
C -5.513 -0.105 4.153
H 1.852 -1.581 5.691
O -3.404 -1.187 4.076
C 3.165 1.200 0.631
H -2.496 -3.468 10.486
C 1.775 -2.521 5.135
S -1.313 -4.433 7.079
C 2.044 0.560 1.139
C -3.258 0.141 -0.043
C -0.198 -3.209 6.484
H -4.392 2.394 3.449
H -1.333 0.489 0.832
C 0.916 -1.523 1.836
C -2.497 -4.132 9.613
H 3.206 -2.646 0.860
C 0.452 -4.451 4.467
H -3.232 3.185 4.538
C -2.562 1.304 6.129
B -2.407 -0.440 3.472
H -5.196 -0.430 -0.842
C -2.232 -1.374 1.545
C 4.325 0.534 0.243
C -4.351 -0.937 6.182
C -4.359 -0.706 -0.207
C 2.613 -4.060 3.484
H 0.413 -1.248 7.208
H 0.793 -2.582 1.608
C -4.170 -0.253 4.836
H -3.236 -3.263 1.792
C -3.253 -2.306 1.272
H -0.973 -1.671 9.392
H -4.958 -1.836 6.035

Properties
- ΔE to the lowest compared entry with this formula, charge and spin: 0.0 kJ/mol
- Largest force on an atom: 0.067 hartree/bohr
- Kohn-Sham gap: 7.9 eV
- 2S+1: 1
- Highest occupied orbital energy: -8.00 eV
- Total energy: -2670.6352 Ha
- E_LUMO: -0.1 eV

Below is C36H66N12O3PV as an isolated structure at a distorted geometry, with properties calculated with ωB97M-V/def2-TZVPD.

Geometry (Å):
H 4.981 0.421 4.704
C 2.532 3.125 1.003
H 4.861 4.965 0.066
H -0.824 0.445 -4.016
N 1.897 1.951 0.898
H 0.708 -3.107 -2.170
C 4.237 -0.949 0.936
H 1.003 -3.829 2.755
N -2.556 -0.063 -2.936
H 0.966 2.750 3.212
H 1.951 3.583 -1.776
N 3.370 -1.373 2.140
C 2.934 -2.684 -0.285
O -3.655 0.516 -0.753
N 0.542 -2.879 0.105
H -4.765 2.559 2.736
C -0.969 2.740 -0.703
H 0.892 -4.678 -2.860
H -1.060 -6.613 -1.149
H 3.987 3.613 3.893
H 3.523 5.528 1.161
C -1.403 -5.559 -1.347
H -5.796 1.415 -0.026
C 5.118 -2.614 3.380
H 3.545 -3.580 2.270
H 0.614 4.947 -2.200
H -7.271 0.932 2.516
H -4.308 -2.204 -3.220
H 1.976 3.955 4.114
H -6.276 2.978 1.937
H -5.506 -1.197 2.891
H -4.718 0.298 -2.884
O -1.139 -1.405 1.667
C 3.769 0.411 0.578
N 1.499 -0.270 1.021
H -2.763 3.937 -2.270
H -0.939 5.769 -2.410
C -3.078 -1.855 -5.083
H 0.822 4.594 2.951
C 0.070 -4.381 2.474
C 0.111 -4.168 0.020
H 3.756 3.798 -1.967
C -3.869 0.028 -3.562
C -1.481 -0.414 -3.902
H -0.615 -3.781 -3.001
C -4.960 1.798 0.629
H -3.850 0.723 -4.434
H -3.997 -1.194 0.668
C 1.959 -1.410 1.601
H -6.140 -0.750 1.336
H -6.145 1.053 3.772
C 0.141 -6.374 1.044
H -0.856 -1.233 -3.469
H 2.895 0.578 3.032
H -1.121 -1.347 -5.673
H 3.098 -2.623 3.744
N -3.828 0.871 0.721
C 3.800 5.076 0.203
N 0.060 -4.963 1.129
H -0.225 3.192 -3.838
H 5.625 0.424 3.031
H -2.254 -5.377 -0.721
C 1.468 3.724 3.203
H 4.437 4.605 2.508
H 2.779 -3.365 -1.169
H 0.401 -6.604 0.011
H -2.583 -2.744 -4.684
C 4.103 -2.056 -0.036
H -2.123 -0.040 -6.008
V -0.266 -1.078 0.410
H -1.394 4.463 -4.164
P -2.232 0.583 -1.506
H -1.272 2.292 0.266
C -4.190 -1.450 -4.032
C 1.777 -2.491 0.624
N -0.951 -0.294 -1.033
H 4.438 1.148 0.171
H -3.536 -2.082 -6.057
C -0.948 4.288 -0.828
C -1.005 3.829 -3.375
H -1.717 -5.454 -2.411
N -1.770 2.141 -1.753
C 3.485 -0.326 3.329
H -0.721 -6.877 1.469
H -4.599 2.690 0.146
H 1.055 -6.730 1.589
C 2.952 3.299 -1.402
C 0.210 -4.018 -2.365
O 5.531 -1.441 4.077
H 2.900 -0.815 4.117
C -5.510 2.179 2.007
H -3.332 -0.470 2.132
C -1.981 -0.827 -5.262
C 4.986 -0.139 3.732
H -1.845 4.870 -0.454
H 5.317 -0.846 1.262
H -2.820 2.541 -3.452
H -5.168 -1.333 -4.543
C 3.760 -2.670 2.850
C 3.953 3.668 2.798
N -0.298 -4.613 -1.170
N 2.614 3.725 2.253
H 3.040 2.190 -1.412
H 5.866 -2.885 2.691
H -0.105 4.574 -0.167
H 3.440 5.719 -0.640
N 3.160 3.772 -0.018
C -2.195 3.081 -2.764
H 4.550 2.830 2.351
H 0.020 -5.210 3.191
C -5.511 -0.383 2.131
H 0.022 2.304 -0.858
H -0.785 -3.742 2.570
C -6.173 0.933 2.667
C -4.130 -0.346 1.373
H 5.137 -3.402 4.186
C 2.422 0.718 0.708
H 4.966 -2.288 -0.697
C -0.505 4.756 -2.238

Properties
- ΔE to the lowest compared entry with this formula, charge and spin: 415.1 kJ/mol
- Largest force on an atom: 0.063 hartree/bohr
- ⟨S²⟩: 2.034
- Kohn-Sham gap (alpha / beta): 5.8 / 6.1 eV
- 2S+1: 3
- Highest occupied orbital energy (alpha / beta): -12.10 / -12.10 eV
- Net charge: +2
- Total energy: -3578.7172 Ha
- E_LUMO (alpha / beta): -6.3 / -6.0 eV

Below is C4H11O3P as an isolated structure at a distorted geometry, with properties calculated with ωB97M-V/def2-TZVPD.

Geometry (Å):
H -1.832 -0.489 1.514
O -2.871 0.245 -0.359
P -0.075 0.992 -0.191
H 0.211 -0.720 -1.745
O -0.559 1.984 -1.078
H 0.718 -1.985 0.222
H 1.939 -0.885 0.654
H 0.588 1.384 2.238
H 1.990 1.441 0.853
C 0.953 1.678 1.199
H 0.845 2.815 1.037
C 1.560 -1.315 -0.252
C 0.896 -0.233 -1.092
O -1.949 -1.795 0.218
C -1.945 -0.485 0.436
H -2.278 0.963 -0.643
H 2.343 -1.979 -0.676
H 1.659 0.316 -1.623
H -2.194 -1.931 -0.712

Properties
- ΔE to the lowest compared entry with this formula, charge and spin: 269.2 kJ/mol
- Largest force on an atom: 0.124 hartree/bohr
- ⟨S²⟩: 2.005
- Kohn-Sham gap (alpha / beta): 6.0 / 9.0 eV
- 2S+1: 3
- Highest occupied orbital energy (alpha / beta): -5.20 / -10.45 eV
- Total energy: -725.9064 Ha
- E_LUMO (alpha / beta): 0.8 / -1.5 eV